This record from OMol25 describes C4H3ClOS in the gas phase in a non-equilibrium geometry. The level of theory is wB97M-V/def2-TZVPD.

The geometry in XYZ format:
```
10
Properties=species:S:1:pos:R:3:forces:R:3
Cl -1.896 -1.994 -0.614 0.48 0.46 0.31
H 1.170 2.618 -1.177 0.20 0.09 0.20
H -0.271 0.513 -1.808 -0.32 0.10 -0.80
C -0.137 0.182 -0.816 1.09 0.98 1.29
O -0.214 -0.897 1.084 -1.03 -1.96 1.12
S 1.753 2.280 -0.011 -0.14 -0.16 -0.49
C -0.721 -0.826 -0.139 0.12 0.21 -0.88
H 1.210 0.055 2.181 0.10 0.13 0.53
C 0.803 0.811 0.157 -1.09 -0.20 -1.52
C 0.686 0.069 1.257 0.59 0.34 0.25
```
Positions in Å, forces in eV/Å.

## Properties
maximum force = 2.48 eV/A
E_LUMO = 0.758 eV
relative energy (zero: lowest compared OMol25 entry of this formula, charge and spin) = 51.2 kJ/mol
net charge = 0
structure (SMILES) = Sc1coc(Cl)c1

Results of the Löwdin charge analysis, in e, for atoms 1 through 5: atom 1 (Cl): 0.72, atom 2 (H): -0.13, atom 3 (H): 0.10, atom 4 (C): -0.06, atom 5 (O): -0.01